The following is a quantum chemistry calculation of an isolated molecule of C4H6N2 at a distorted geometry, from the OMol25 dataset.

Kohn-Sham gap: 11.10 eV
E_LUMO: 1.00 eV
E_HOMO: -10.1 eV
structure (SMILES): CN1C[C@H]1C#N

Cartesian coordinates (Å):
C (0.64085, 1.38679, -0.04657)
C (-0.45382, -0.93099, -0.60855)
H (-0.51197, -1.51204, -1.53057)
H (1.43561, 1.50948, 0.62415)
N (-2.54028, 0.40818, 0.13312)
H (1.29719, -1.92727, 0.60818)
N (0.77464, -0.12109, -0.46165)
H (0.82084, 1.81275, -1.04587)
C (-1.66531, -0.32162, -0.15577)
H (0.05514, -0.90252, 1.48688)
H (-0.34228, 1.72550, 0.47865)
C (0.48938, -1.12718, 0.51800)

=====

The following is a quantum chemistry calculation of an isolated molecule of C4H6N2 at a distorted geometry, from the OMol25 dataset.

Kohn-Sham gap: 10.61 eV
E_LUMO: 0.79 eV
E_HOMO: -9.8 eV

Cartesian coordinates (Å):
H (0.33834, -1.50901, -0.31065)
H (-1.84527, -0.52014, 0.35509)
C (2.51929, -0.83063, 0.74814)
C (0.11600, 0.54945, -1.11086)
N (2.27604, -0.45320, -0.36053)
H (-0.73768, 0.24800, -1.70931)
C (-1.26061, 0.21376, 0.93565)
H (-1.85605, 1.13028, 1.01473)
H (-1.10734, -0.17968, 1.94474)
N (0.02852, 0.54410, 0.33753)
C (0.75541, -0.50282, -0.32253)
H (0.77333, 1.30989, -1.52199)

=====

The following is a quantum chemistry calculation of an isolated molecule of C4H6N2 at a distorted geometry, from the OMol25 dataset.

Kohn-Sham gap (spin up / spin down): 7.34 / 7.35 eV
E_LUMO (spin up / spin down): -0.35 / -0.35 eV
E_HOMO (spin up / spin down): -7.7 / -7.7 eV

Cartesian coordinates (Å):
C (-0.24799, -0.16597, -0.08496)
C (1.17627, 0.20201, -0.36007)
H (-0.29891, -2.12010, 0.45362)
H (-0.01680, 1.64243, -1.53232)
C (0.21878, 0.59314, -1.36066)
H (0.71526, 0.71764, 2.19679)
N (-0.49672, 0.90005, 2.17196)
C (-0.61755, 0.52230, 1.03211)
N (-0.67379, -1.48224, -0.24341)
H (-0.00027, -0.10028, -2.16801)
H (-1.67579, -1.64720, -0.19900)
H (1.57638, 1.12012, 0.07694)

=====

The following is a quantum chemistry calculation of a cluster of 2 separate species, C4H6N2 in total, from the OMol25 dataset.

Kohn-Sham gap: 10.13 eV
E_LUMO: 0.95 eV
E_HOMO: -9.2 eV

Cartesian coordinates (Å):
H (2.11680, 0.57618, 2.78686)
C (0.91230, 0.28938, -0.18514)
H (-0.28998, -1.70651, -3.24653)
H (0.81361, 0.06555, -1.23091)
C (1.13300, 0.87192, 2.40892)
H (0.37323, 0.35367, 3.00286)
H (1.01611, 1.94783, 2.57343)
C (-2.46432, -0.65153, -1.53353)
H (-2.72226, -0.72596, -0.49122)
N (-1.46153, -0.79377, -2.14882)
C (1.00478, 0.54791, 0.98805)
N (-0.46108, -0.76499, -2.88882)

=====

The following is a quantum chemistry calculation of an isolated molecule of C4H6N2 at a distorted geometry, from the OMol25 dataset.

Kohn-Sham gap: 10.72 eV
E_LUMO: 0.89 eV
E_HOMO: -9.8 eV
structure (SMILES): N#CCN1CC1

Cartesian coordinates (Å):
H (0.95077, -0.22545, -1.48477)
H (1.54782, -1.48635, -0.37894)
C (-1.44460, -0.63110, 0.25261)
H (-1.31228, 1.47088, 1.01119)
C (1.08175, -0.48010, -0.41163)
C (2.10978, 0.44446, 0.08449)
H (-1.68524, -1.11381, -0.68666)
N (-0.05298, -0.26843, 0.52196)
N (2.82879, 1.22685, 0.54141)
H (-2.02762, -0.98281, 1.11037)
H (-0.97287, 1.25855, -0.77068)
C (-1.02329, 0.78730, 0.21065)

=====

The following is a quantum chemistry calculation of an isolated molecule of C4H6N2 at a distorted geometry, from the OMol25 dataset.

Kohn-Sham gap: 9.50 eV
E_LUMO: 0.86 eV
E_HOMO: -8.6 eV
structure (SMILES): Cn1ccnc1

Cartesian coordinates (Å):
H (-0.13286, 1.99368, 0.38741)
N (1.50866, 1.03704, -0.47403)
C (0.25482, 1.11832, -0.12019)
H (2.85912, -0.58563, -0.30829)
H (0.68687, -1.98630, 0.63217)
H (-1.46823, 0.97368, -0.57042)
C (0.77870, -0.95586, 0.33044)
N (-0.26470, -0.09021, 0.30008)
H (-1.98027, -0.64341, -0.85323)
C (-1.67912, -0.07789, 0.02288)
C (1.84896, -0.24337, -0.16615)
H (-2.31768, -0.44563, 0.86035)

=====

Energy above the lowest of the compared OMol25 structures with the same formula, charge and spin across the listed records, respectively: 2.5817; 3.8207; 6.1938; 5.1486; 2.1987; 2.6614 eV.